# 1
Computed, not measured: the molecule C4H5NO3, with wB97M-V/def2-TZVPD.

Each line ends with the natural charge from an NBO analysis.
Positions of all 13 atoms, in Å:
C: 1.58202 -1.21541 -0.03191  -0.64
C: 0.37973 -0.33981 -0.11766  0.02
N: -0.87223 -0.84969 -0.24009  -0.54
C: -1.66746 0.09315 -0.08066  0.75
O: -2.95410 0.14754 0.02660  -0.64
O: -1.02755 1.25959 -0.06962  -0.43
C: 0.27201 1.01717 -0.04005  0.46
O: 0.93543 2.18438 -0.21404  -0.66
H: 1.67800 -2.20742 -0.62934  0.25
H: 1.66442 -1.42776 1.22113  0.21
H: 2.54343 -0.60563 -0.14336  0.23
H: -3.27950 -0.74897 -0.24530  0.51
H: 0.74579 2.69286 0.56429  0.48

Output
E_LUMO = 0.60 eV
Highest occupied orbital energy = -0.3030 hartree
Gap between HOMO and LUMO = 8.844 eV



# 2
Computed, not measured: a 2-piece molecular cluster, C2H3N3O3 overall, with wB97M-V/def2-TZVPD.

Each line ends with the natural charge from an NBO analysis.
Positions of all 11 atoms, in Å:
C: -1.21626 0.10782 0.05016  0.68
C: 0.77275 0.78940 -0.08431  0.68
H: -2.95983 0.95262 -0.57371  0.41
H: -2.83307 -0.79988 -0.11142  0.39
H: 1.66652 -0.95999 1.13694  0.46
N: -2.49265 0.05145 0.40480  -0.73
N: -0.49159 1.23963 -0.03235  -0.57
N: 0.73848 -0.67540 -0.49105  0.07
O: 1.84454 1.39030 0.06335  -0.55
O: 1.53354 -1.42253 0.32452  -0.52
O: -0.56461 -1.07850 -0.31497  -0.33

Output
E_LUMO = -0.96 eV
Highest occupied orbital energy = -0.3742 hartree
Gap between HOMO and LUMO = 9.222 eV



# 3
Computed, not measured: C28H30IrN2P2S3 as an isolated structure, with wB97M-V/def2-TZVPD.

Each line ends with the Mulliken spin population.
Positions of all 66 atoms, in Å:
Ir: 0.87717 -1.42171 1.78773  2.24
S: 0.16572 -3.82545 5.63847  1.00
C: 0.34597 -2.97783 4.18846  -0.09
S: 0.76715 -1.32158 4.22227  0.14
S: 0.13199 -3.63702 2.64592  0.34
C: 1.02813 1.83055 -0.48611  0.04
C: 1.90264 0.60993 -0.80799  -0.03
P: 1.20356 -1.06488 -0.50542  0.14
C: -0.24473 -1.24393 -1.57070  -0.03
C: -1.07412 -2.34154 -1.33806  0.02
C: -2.15961 -2.58437 -2.16315  0.01
C: -2.43945 -1.71701 -3.21184  0.00
C: -1.62894 -0.61355 -3.43743  0.00
C: -0.52665 -0.38084 -2.62566  0.00
C: 2.43986 -2.20201 -1.19009  0.02
C: 2.32514 -3.55841 -0.87750  0.00
C: 3.20329 -4.48168 -1.42454  0.00
C: 4.20693 -4.05705 -2.28381  0.00
C: 4.33003 -2.71027 -2.59686  0.00
C: 3.44937 -1.78430 -2.05754  0.00
C: 0.82698 2.10346 1.02181  0.12
P: -0.90689 2.29789 1.54725  0.57
C: -2.08984 1.08096 0.96405  0.04
C: -2.57519 1.15607 -0.34766  0.00
C: -3.54275 0.26165 -0.76783  0.01
C: -4.03464 -0.69723 0.11052  0.01
C: -3.56964 -0.76343 1.41605  0.00
C: -2.59884 0.12787 1.85011  0.02
C: -1.51262 3.90677 1.18728  0.06
C: -2.90695 4.12098 1.14961  0.07
C: -3.40281 5.38889 0.93554  -0.04
C: -2.52843 6.46161 0.77909  0.11
C: -1.14967 6.26853 0.84124  -0.03
C: -0.64167 5.00661 1.05753  0.07
H: 0.07419 1.76870 -1.00966  -0.02
H: 1.53658 2.69699 -0.91059  0.01
H: 2.83168 0.64852 -0.23219  0.03
H: 2.18191 0.67107 -1.86138  0.01
H: -0.87049 -3.01300 -0.51062  0.00
H: -2.78694 -3.44859 -1.98910  0.00
H: -3.28650 -1.90514 -3.85818  0.00
H: -1.84222 0.05695 -4.25923  0.00
H: 0.11083 0.46808 -2.83964  0.00
H: 1.54030 -3.89891 -0.20915  0.00
H: 3.10189 -5.53142 -1.18372  0.00
H: 4.89189 -4.77663 -2.71135  0.00
H: 5.11110 -2.37829 -3.26727  0.00
H: 3.56465 -0.74257 -2.32331  0.00
H: 1.30736 3.03236 1.33669  0.00
H: 1.28452 1.32185 1.63431  -0.04
H: -2.22227 1.92026 -1.02757  0.00
H: -3.91884 0.31758 -1.78029  0.00
H: -4.79886 -1.38672 -0.22370  0.00
H: -3.97226 -1.49518 2.10320  0.00
H: -2.25372 0.09150 2.87511  0.01
H: -3.58866 3.29206 1.28300  0.00
H: -4.47107 5.55018 0.89643  0.00
H: -2.92306 7.45584 0.61749  0.00
H: -0.47970 7.10917 0.72681  0.00
H: 0.43096 4.87642 1.11574  0.00
N: 3.80601 -0.89565 2.31880  0.01
N: 3.06510 -2.10022 2.07365  0.20
H: 4.80060 -1.10077 2.37048  0.01
H: 3.52206 -0.55278 3.23098  0.00
H: 3.21323 -2.81447 2.78600  0.00
H: 3.36920 -2.47490 1.17758  -0.02

Output
Spin multiplicity = 6
E_LUMO (spin up / spin down) = -5.68 / -8.06 eV
Highest occupied orbital energy (spin up / spin down) = -0.4852 / -0.5226 hartree
Gap between HOMO and LUMO (spin up / spin down) = 7.521 / 6.164 eV
Charge = +2



Values for molecular weight, g mol⁻¹, ordered as above
115.09 117.06 744.93
Values for relative energy (zero: lowest compared OMol25 entry of this formula, charge and spin), eV, ordered as above
2.133 3.511 0.000